ORCA calculation (ωB97M-V with the def2-TZVPD basis set) on the molecule C4H6F2 in a non-equilibrium geometry.

CARTESIAN COORDINATES (ANGSTROEM)
C: 0.117 0.889 -0.230
C: -2.242 0.532 -0.057
C: -1.036 1.158 0.668
C: 0.912 -0.348 -0.131
F: -2.660 1.126 -1.183
F: -1.247 2.501 0.883
H: 0.167 1.454 -1.149
H: -2.266 -0.544 -0.160
H: -0.928 0.685 1.653
H: 0.720 -1.031 -0.963
H: 0.734 -0.862 0.811
H: 1.969 -0.081 -0.197

Results
relative energy (zero: lowest compared OMol25 entry of this formula, charge and spin)	69.94	kcal per mole
total charge	0
HOMO energy (spin up / spin down)	-8.3080 / -8.6030	eV
multiplicity	1
E_tot	-9676.7289	eV
gap between HOMO and LUMO (spin up / spin down)	8.55 / 8.85	eV
largest force on an atom	1.48	eV Å⁻¹
molecular weight	92.088	g mol⁻¹

=====

ORCA calculation (ωB97M-V with the def2-TZVPD basis set) on the molecule C4H6F2O in a non-equilibrium geometry.

CARTESIAN COORDINATES (ANGSTROEM)
C: 0.630 1.212 -0.533
C: -0.077 0.011 0.090
C: 0.813 -1.262 0.128
O: -0.719 0.165 1.377
C: -1.534 -0.033 0.328
F: -2.330 -1.081 0.215
F: -2.265 0.999 -0.113
H: 1.727 1.330 -0.438
H: 0.353 2.159 0.089
H: 0.441 1.195 -1.658
H: 0.627 -1.954 -0.663
H: 0.483 -1.816 1.056
H: 1.850 -0.926 0.122

Results
structure (SMILES)	CC1(C)OC1(F)F
relative energy (zero: lowest compared OMol25 entry of this formula, charge and spin)	30.14	kcal per mole
total charge	0
HOMO energy	-11.0213	eV
multiplicity	1
E_tot	-11726.3611	eV
gap between HOMO and LUMO	11.90	eV
largest force on an atom	2.42	eV Å⁻¹
molecular weight	108.087	g mol⁻¹

=====

ORCA calculation (ωB97M-V with the def2-TZVPD basis set) on the molecule C4H6F2O in a non-equilibrium geometry.

CARTESIAN COORDINATES (ANGSTROEM)
C: -0.912 2.089 0.341
O: -0.641 0.697 0.298
C: 0.595 0.383 -0.142
C: 0.956 -0.912 -0.361
C: 0.065 -2.039 -0.048
F: 0.542 -2.852 0.898
F: -0.116 -2.802 -1.198
H: -0.718 2.443 -0.714
H: -1.940 2.263 0.660
H: -0.177 2.503 1.068
H: 1.291 1.231 -0.359
H: 1.970 -1.270 -0.730
H: -0.915 -1.734 0.286

Results
structure (SMILES)	CO/C=C\C(F)F
relative energy (zero: lowest compared OMol25 entry of this formula, charge and spin)	28.57	kcal per mole
total charge	0
HOMO energy	-9.3118	eV
multiplicity	1
E_tot	-11726.4292	eV
gap between HOMO and LUMO	10.14	eV
largest force on an atom	1.79	eV Å⁻¹
molecular weight	108.087	g mol⁻¹

=====

ORCA calculation (ωB97M-V with the def2-TZVPD basis set) on a cluster of 2 separate species, C4H6F2O in total in a non-equilibrium geometry.

CARTESIAN COORDINATES (ANGSTROEM)
C: 0.131 -0.725 -0.978
C: -0.512 -1.938 -0.574
C: 0.307 1.972 0.303
C: 0.209 0.594 0.854
O: 0.730 -0.395 -1.943
F: -0.896 0.154 1.490
F: 1.260 0.223 1.625
H: -1.665 -1.691 -0.494
H: -0.166 -2.310 0.414
H: -0.350 -2.594 -1.350
H: -0.678 2.145 -0.014
H: 0.526 2.451 1.182
H: 1.104 2.115 -0.516

Results
relative energy (zero: lowest compared OMol25 entry of this formula, charge and spin)	61.63	kcal per mole
total charge	0
HOMO energy	-7.9308	eV
multiplicity	1
E_tot	-11724.9956	eV
gap between HOMO and LUMO	8.78	eV
largest force on an atom	5.82	eV Å⁻¹
molecular weight	108.087	g mol⁻¹

=====

ORCA calculation (ωB97M-V with the def2-TZVPD basis set) on the molecule C4H6F2O in a non-equilibrium geometry.

CARTESIAN COORDINATES (ANGSTROEM)
O: -0.493 -1.436 -0.484
C: -0.111 -0.119 -0.008
C: -1.065 0.311 1.273
F: -2.073 1.026 0.756
C: 0.525 0.980 -0.865
C: 1.294 0.181 0.099
F: 1.939 -0.876 -0.784
H: 0.544 -1.631 -1.057
H: -0.373 0.933 1.947
H: -1.663 -0.677 1.727
H: 0.415 2.090 -0.540
H: 0.463 0.734 -1.892
H: 1.901 0.576 0.947

Results
structure (SMILES)	O[C@]1(CF)C[C@@H]1F
relative energy (zero: lowest compared OMol25 entry of this formula, charge and spin)	88.60	kcal per mole
total charge	0
HOMO energy	-9.8903	eV
multiplicity	1
E_tot	-11723.8259	eV
gap between HOMO and LUMO	10.68	eV
largest force on an atom	5.81	eV Å⁻¹
molecular weight	108.087	g mol⁻¹

=====

ORCA calculation (ωB97M-V with the def2-TZVPD basis set) on a structure of composition C4H6FHoO4 in a non-equilibrium geometry.

CARTESIAN COORDINATES (ANGSTROEM)
C: 2.792 2.305 1.460
O: 3.053 1.352 0.493
H: 3.669 2.502 2.117
H: 2.497 3.273 1.004
H: 1.967 1.997 2.146
C: 6.425 -1.649 1.264
O: 6.729 -0.339 1.247
C: 5.755 0.442 0.586
C: 4.396 -0.226 0.791
O: 5.197 -1.899 1.087
O: 7.315 -2.431 1.632
F: 6.095 0.453 -0.744
H: 5.810 1.461 0.978
H: 4.091 -0.181 1.846
H: 3.998 -0.601 -0.157
Ho: 7.842 -4.890 2.001

Results
total charge	+1
HOMO energy (spin up / spin down)	-9.3319 / -12.1290	eV
multiplicity	6
⟨S²⟩	8.76
E_tot	-40938.6264	eV
gap between HOMO and LUMO (spin up / spin down)	6.56 / 6.20	eV
largest force on an atom	3.43	eV Å⁻¹
molecular weight	302.016	g mol⁻¹

=====

ORCA calculation (ωB97M-V with the def2-TZVPD basis set) on a cluster of 2 separate species, C4H6FN2O2 in total in a non-equilibrium geometry.

CARTESIAN COORDINATES (ANGSTROEM)
C: -0.717 0.088 -0.163
H: 0.253 -0.951 1.778
F: 1.640 1.723 1.682
C: 0.193 -0.746 0.708
H: 1.597 0.680 2.012
C: -0.164 0.816 -1.386
H: 0.926 0.689 -1.372
H: -0.551 0.379 -2.319
H: -0.476 1.868 -1.347
C: -1.854 0.740 0.524
N: -2.673 1.395 1.034
N: 0.866 -1.787 0.054
O: 0.498 -2.147 -1.078
O: 1.995 -2.082 0.470
H: -1.533 -0.664 -0.596

Results
relative energy (zero: lowest compared OMol25 entry of this formula, charge and spin)	74.88	kcal per mole
total charge	-1
HOMO energy	-3.4806	eV
multiplicity	1
E_tot	-14034.6109	eV
gap between HOMO and LUMO	7.39	eV
largest force on an atom	4.96	eV Å⁻¹
molecular weight	133.102	g mol⁻¹

=====

ORCA calculation (ωB97M-V with the def2-TZVPD basis set) on the molecule C4H6FNO in a non-equilibrium geometry.

CARTESIAN COORDINATES (ANGSTROEM)
F: 0.630 -0.148 -1.879
C: -0.033 -0.706 -0.827
C: -1.407 -0.133 -0.583
N: -1.622 0.754 0.346
O: -0.635 1.133 1.352
C: 0.675 0.942 0.699
C: 0.796 -0.635 0.517
H: -0.161 -1.799 -0.994
H: -2.282 -0.060 -1.172
H: 0.683 1.489 -0.422
H: 1.431 1.639 1.262
H: 1.827 -1.266 0.558
H: 0.098 -1.209 1.145

Results
structure (SMILES)	F[C@@H]1C=NOCC1
relative energy (zero: lowest compared OMol25 entry of this formula, charge and spin)	90.17	kcal per mole
total charge	0
HOMO energy	-9.9351	eV
multiplicity	1
E_tot	-10496.2434	eV
gap between HOMO and LUMO	10.87	eV
largest force on an atom	4.65	eV Å⁻¹
molecular weight	103.096	g mol⁻¹

=====

ORCA calculation (ωB97M-V with the def2-TZVPD basis set) on the molecule C4H6FNO in a non-equilibrium geometry.

CARTESIAN COORDINATES (ANGSTROEM)
O: 0.723 1.828 0.189
C: 1.442 0.853 -0.025
N: 1.058 -0.383 -0.535
C: 0.935 -1.566 0.309
C: -0.277 -0.929 -0.328
C: -1.363 -0.273 0.490
F: -2.101 0.531 -0.307
H: 2.557 0.827 0.053
H: 0.943 -1.494 1.391
H: 1.425 -2.455 -0.090
H: -0.629 -1.317 -1.262
H: -0.972 0.288 1.343
H: -2.024 -1.074 0.889

Results
structure (SMILES)	O=CN1C[C@H]1CF
relative energy (zero: lowest compared OMol25 entry of this formula, charge and spin)	33.36	kcal per mole
total charge	0
HOMO energy	-10.1345	eV
multiplicity	1
E_tot	-10498.7070	eV
gap between HOMO and LUMO	10.96	eV
largest force on an atom	2.48	eV Å⁻¹
molecular weight	103.096	g mol⁻¹

=====

ORCA calculation (ωB97M-V with the def2-TZVPD basis set) on the molecule C4H6FNO in a non-equilibrium geometry.

CARTESIAN COORDINATES (ANGSTROEM)
O: 1.573 2.448 0.808
C: 1.055 1.341 0.687
N: 1.294 0.558 -0.427
C: 0.786 -0.737 -0.577
C: -0.458 -1.171 -0.307
C: -1.593 -0.310 0.183
F: -2.754 -0.756 -0.440
H: 0.383 0.893 1.421
H: 2.012 0.926 -1.000
H: 1.551 -1.428 -1.004
H: -0.647 -2.226 -0.450
H: -1.707 -0.304 1.250
H: -1.495 0.765 -0.145

Results
structure (SMILES)	O=CN/C=C\CF
relative energy (zero: lowest compared OMol25 entry of this formula, charge and spin)	12.51	kcal per mole
total charge	0
HOMO energy	-9.4606	eV
multiplicity	1
E_tot	-10499.6108	eV
gap between HOMO and LUMO	10.27	eV
largest force on an atom	2.22	eV Å⁻¹
molecular weight	103.096	g mol⁻¹

=====

ORCA calculation (ωB97M-V with the def2-TZVPD basis set) on the molecule C4H6FNO2 in a non-equilibrium geometry.

CARTESIAN COORDINATES (ANGSTROEM)
C: 2.076 0.790 0.247
C: 1.187 -0.346 -0.009
O: 1.517 -1.512 -0.131
C: -0.373 -0.020 -0.107
C: -1.352 -1.296 -0.087
F: -2.633 -0.946 0.340
N: -0.605 1.208 -0.121
O: -1.951 1.600 -0.058
H: 2.072 1.532 -0.543
H: 1.800 1.416 1.067
H: 3.153 0.441 0.334
H: -0.900 -2.074 0.566
H: -1.506 -1.595 -1.118
H: -2.485 0.802 -0.380

Results
structure (SMILES)	CC(=O)/C(CF)=N/O
relative energy (zero: lowest compared OMol25 entry of this formula, charge and spin)	66.92	kcal per mole
total charge	0
HOMO energy	-10.1677	eV
multiplicity	1
E_tot	-12545.1883	eV
gap between HOMO and LUMO	10.45	eV
largest force on an atom	3.05	eV Å⁻¹
molecular weight	119.095	g mol⁻¹

=====

ORCA calculation (ωB97M-V with the def2-TZVPD basis set) on a cluster of 2 separate species, C4H6FNO5 in total in a non-equilibrium geometry.

CARTESIAN COORDINATES (ANGSTROEM)
O: 0.577 -1.036 -2.107
C: -0.089 -0.071 -1.739
O: -0.180 1.047 -2.406
C: -0.684 2.055 -1.555
C: -1.287 1.265 -0.374
F: -2.600 0.969 -0.476
O: -0.515 0.107 -0.519
H: 0.169 2.675 -1.278
H: -1.492 2.549 -2.094
H: -1.081 1.727 0.592
C: 0.458 -1.929 1.765
N: 1.797 -1.283 1.623
O: 2.655 -1.579 2.467
O: 1.854 -0.524 0.641
H: -0.183 -1.108 2.086
H: 0.498 -2.635 2.595
H: 0.104 -2.228 0.779

Results
structure (SMILES)	O=C1OC[C@@H](F)O1.C[N+](=O)[O-]
relative energy (zero: lowest compared OMol25 entry of this formula, charge and spin)	8.28	kcal per mole
total charge	0
HOMO energy	-10.9873	eV
multiplicity	1
E_tot	-18687.0398	eV
gap between HOMO and LUMO	11.15	eV
largest force on an atom	5.43	eV Å⁻¹
molecular weight	167.092	g mol⁻¹